{
  "formula": "C20H17Br6N3O6",
  "method": "ωB97M-V/def2-TZVPD",
  "charge": 0,
  "multiplicity": 1,
  "elements": ["C", "Br", "Br", "Br", "H", "C", "Br", "Br", "Br", "H", "C", "C", "C", "C", "C", "C", "N", "O", "O", "H", "H", "H", "H", "H", "C", "C", "C", "C", "C", "C", "N", "O", "O", "H", "H", "H", "H", "H", "C", "C", "C", "C", "C", "C", "N", "O", "O", "H", "H", "H", "H", "H"],
  "xyz": [[5.73822, 25.12084, -9.26550], [6.50911, 25.89484, -10.85060], [5.44256, 23.24546, -9.54348], [4.04610, 25.98777, -8.87389], [6.37479, 25.26928, -8.40848], [1.44389, 28.40187, -12.52908], [0.60514, 28.28233, -10.77773], [2.40570, 30.06243, -12.68840], [0.14632, 28.18277, -13.89524], [2.20271, 27.63515, -12.52998], [3.99866, 23.54996, -14.10358], [2.98657, 22.60673, -14.14053], [1.89273, 22.73520, -13.28478], [1.83129, 23.79347, -12.39681], [2.89549, 24.66132, -12.27039], [3.96000, 24.56580, -13.15385], [0.74338, 23.88163, -11.42387], [-0.06721, 22.98456, -11.40979], [0.71973, 24.85791, -10.69357], [4.92654, 23.37440, -14.63770], [2.94652, 21.78808, -14.84501], [1.10746, 21.99424, -13.36194], [2.99157, 25.39018, -11.48173], [4.76081, 25.28182, -13.04287], [-1.87696, 25.15427, -8.92643], [-2.54135, 25.18450, -7.71254], [-3.52568, 26.15752, -7.46227], [-3.80236, 27.05879, -8.46725], [-3.14241, 27.04347, -9.68305], [-2.14452, 26.11524, -9.90363], [-4.82367, 28.09640, -8.24493], [-5.06911, 28.40353, -7.09375], [-5.40428, 28.52848, -9.21442], [-1.01385, 24.50171, -8.99895], [-2.25666, 24.58822, -6.85494], [-3.97093, 26.19660, -6.47990], [-3.47130, 27.74491, -10.43821], [-1.55560, 26.05321, -10.80748], [-0.60150, 18.07002, -19.27765], [-1.20177, 19.12945, -18.58947], [-0.68495, 19.56750, -17.39561], [0.50111, 19.01994, -16.93997], [1.09083, 17.93569, -17.57921], [0.56740, 17.49967, -18.77916], [1.06373, 19.47871, -15.67232], [0.29954, 19.91720, -14.82429], [2.25801, 19.42367, -15.55337], [-1.06212, 17.74048, -20.19855], [-2.19920, 19.43628, -18.88043], [-1.12951, 20.39145, -16.85256], [1.99624, 17.49604, -17.18319], [1.00241, 16.63559, -19.26503]],
  "forces_ev_per_angstrom": [[-0.7693, 0.0373, -0.3619], [0.2870, 0.1454, 0.2414], [0.1190, -0.1508, 0.1407], [0.1657, 0.0353, 0.1141], [0.2141, 0.0008, -0.0620], [0.0949, 0.3302, 0.9246], [0.1181, 0.0393, -0.1572], [0.0159, 0.0807, -0.1093], [-0.0122, -0.1906, -0.2837], [-0.1590, -0.2666, -0.3426], [0.6956, -0.3660, 0.5623], [-0.7994, 0.3377, 0.1198], [-0.2422, -0.2068, -0.5523], [0.6728, -0.4510, 0.2739], [0.5390, 0.5483, -0.3115], [-0.2785, -0.1164, -0.0341], [0.0199, 0.1296, -0.1427], [-0.2791, -0.1196, 0.1244], [0.0384, -0.1091, -0.0435], [-0.2501, 0.2480, -0.4021], [0.3885, -0.0588, 0.0286], [-0.0930, 0.1442, 0.2265], [-0.5073, 0.0851, 0.1118], [0.1300, -0.1567, -0.1275], [0.6173, 0.3460, 0.7485], [-0.6770, 0.9887, 0.4398], [0.7836, -0.5558, -0.0667], [0.0282, -0.0280, 0.1402], [-0.2766, 0.1094, -0.4234], [-0.0148, -0.8753, 0.2282], [-0.2820, -0.5169, 0.3869], [0.1190, 0.0645, -0.0560], [0.0126, 0.3123, -0.2950], [-0.2849, -0.0895, -0.4430], [0.0579, -0.3983, -0.3277], [-0.2518, 0.2292, -0.1180], [0.2414, 0.0695, -0.0139], [-0.1902, 0.3270, -0.1298], [0.1409, 0.6241, 0.2362], [-0.6289, -1.1585, -0.1847], [0.5244, 0.7910, 0.3460], [-0.4640, -0.8597, -0.1785], [0.5769, 0.6650, 0.0526], [-0.6526, -0.3894, -0.1592], [-0.9411, 0.4650, 0.1916], [0.1607, -0.0966, -0.3572], [1.0403, -0.1574, 0.1847], [0.1170, -0.2141, 0.0059], [0.2363, 0.4030, -0.2465], [-0.1106, -0.1674, 0.0814], [-0.0697, 0.0140, 0.1049], [0.0786, 0.1288, -0.0854]],
  "lowdin_charge": [-1.5960, 0.5972, 0.5829, 0.5837, -0.0253, -1.6431, 0.5893, 0.5734, 0.6004, -0.0512, -0.0579, -0.0491, 0.0123, -0.1388, -0.0377, -0.0854, -0.3315, 0.0992, 0.0168, 0.1109, 0.0897, 0.1061, 0.0569, 0.0548, -0.0680, -0.0596, -0.0023, -0.1582, -0.0096, -0.0891, -0.3596, 0.0748, 0.0805, 0.0904, 0.1053, 0.1164, 0.1204, 0.0742, -0.0599, -0.0678, -0.0098, -0.1496, -0.0045, -0.0662, -0.3531, 0.0793, 0.0862, 0.1064, 0.1110, 0.1240, 0.1216, 0.1094]
}

{
  "formula": "CH8NO2",
  "method": "ωB97M-V/def2-TZVPD",
  "charge": 1,
  "multiplicity": 1,
  "elements": ["O", "H", "H", "H", "N", "C", "O", "H", "H", "H", "H", "H"],
  "xyz": [[-1.05234, -0.17909, -1.93005], [-0.76949, -0.45948, -0.27437], [-0.69360, -0.78500, -2.58706], [-1.86888, 0.20004, -2.27402], [-0.48901, -0.29446, 0.72869], [0.70011, 0.62247, 0.84830], [1.79245, -0.22199, 0.98364], [-1.30958, -0.09804, 1.29502], [-0.10443, -1.19549, 1.03169], [0.60564, 1.16402, 1.78006], [0.68007, 1.33489, 0.04279], [2.50905, -0.08788, 0.35530]],
  "forces_ev_per_angstrom": [[0.1312, -0.0320, 0.2790], [-0.0643, 0.5573, 0.1872], [-0.1799, 0.0659, -0.1901], [0.0508, -0.1149, -0.1907], [0.3442, -1.1910, -0.5814], [0.1257, 0.1228, 0.9877], [-0.0099, -0.1079, -0.2609], [0.0193, 0.3747, 0.0860], [-0.2015, -0.0321, 0.2599], [-0.3198, 0.1750, 0.2056], [0.2600, -0.0208, -0.5926], [-0.1558, 0.2031, -0.1897]],
  "lowdin_charge": [-0.0233, 0.1037, 0.0842, 0.0854, 0.1979, -0.1980, 0.0087, 0.1717, 0.1688, 0.1379, 0.1393, 0.1238]
}

{
  "formula": "C26H30N4O2PdS",
  "method": "ωB97M-V/def2-TZVPD",
  "charge": 2,
  "multiplicity": 1,
  "elements": ["Pd", "C", "N", "C", "C", "C", "N", "C", "C", "C", "C", "C", "C", "C", "O", "C", "C", "C", "N", "C", "C", "C", "C", "C", "C", "C", "O", "H", "H", "H", "H", "H", "H", "H", "H", "H", "H", "H", "H", "H", "H", "H", "H", "H", "H", "H", "H", "H", "H", "H", "H", "H", "S", "C", "N", "C", "C", "C", "C", "H", "H", "H", "H", "H"],
  "xyz": [[-0.66471, -0.12461, 0.25020], [-3.17230, -0.89441, 1.68827], [-1.73745, -1.31928, 1.65467], [-1.25918, -1.22121, 3.06737], [0.23613, -1.22379, 3.33024], [0.95144, 0.02116, 2.84169], [1.03401, 0.06737, 1.38324], [2.18251, 0.19179, 0.82048], [2.45340, 0.30347, -0.58601], [3.77601, 0.10991, -1.02563], [4.10108, 0.22626, -2.35613], [3.10161, 0.56534, -3.27113], [1.79722, 0.77937, -2.86470], [1.45551, 0.65301, -1.51753], [0.20361, 0.95777, -1.15670], [-1.77246, -2.73835, 1.16556], [-0.47229, -3.52510, 1.06322], [0.62157, -2.86993, 0.20400], [0.02875, -1.84482, -0.64479], [-0.23292, -2.08143, -1.88111], [-1.04909, -1.27950, -2.74336], [-0.94758, -1.45998, -4.13269], [-1.74549, -0.74212, -4.99178], [-2.68261, 0.14943, -4.46360], [-2.81531, 0.33100, -3.10001], [-2.00634, -0.38530, -2.21908], [-2.24094, -0.27532, -0.90783], [-3.70503, -1.54573, 2.38262], [-3.60257, -0.97980, 0.69745], [-3.24286, 0.13124, 2.03516], [-1.73387, -2.04211, 3.61220], [-1.67329, -0.29339, 3.46460], [0.73183, -2.11566, 2.95183], [0.34877, -1.25849, 4.41596], [1.96158, 0.06241, 3.25315], [0.41743, 0.91250, 3.18303], [3.05442, 0.20331, 1.47630], [4.53873, -0.14126, -0.29780], [5.11561, 0.06442, -2.69032], [3.34965, 0.66401, -4.32015], [1.02024, 1.04661, -3.56948], [-2.25659, -2.69360, 0.19119], [-2.44595, -3.27875, 1.83534], [-0.76469, -4.47255, 0.60627], [-0.07916, -3.78465, 2.04521], [1.12075, -3.61422, -0.41827], [1.38319, -2.40164, 0.82374], [0.19317, -2.99177, -2.30676], [-0.22639, -2.17069, -4.51905], [-1.66144, -0.87542, -6.06068], [-3.32358, 0.70743, -5.13378], [-3.55310, 1.00736, -2.69072], [-1.67964, 1.87455, 0.99324], [-0.42322, 3.00826, 1.43827], [0.51833, 3.30154, 0.51171], [1.47459, 4.22679, 0.67291], [1.51565, 4.96916, 1.82884], [0.55642, 4.72238, 2.80459], [-0.40345, 3.73835, 2.61703], [0.48574, 2.73183, -0.33693], [2.17196, 4.34626, -0.14394], [2.27343, 5.72752, 1.95661], [0.55798, 5.30047, 3.71947], [-1.15881, 3.54258, 3.36431]],
  "forces_ev_per_angstrom": [[-0.1328, 0.0387, -0.1084], [-0.0086, -0.0048, -0.0334], [-0.0381, 0.0451, 0.0069], [-0.0132, 0.0172, 0.0131], [0.0085, -0.0139, 0.0082], [-0.0159, 0.0410, 0.0113], [0.0116, 0.0589, 0.0054], [0.0026, -0.0207, 0.0187], [0.0172, 0.0187, -0.0145], [-0.0059, -0.0034, 0.0290], [-0.0130, -0.0004, -0.0205], [0.0131, -0.0082, 0.0050], [-0.0256, -0.0184, 0.0245], [0.0603, -0.0239, -0.0622], [0.0744, 0.1952, 0.1314], [-0.0157, 0.0068, 0.0106], [0.0121, -0.0080, 0.0056], [-0.0041, 0.0257, 0.0145], [-0.0101, 0.0140, -0.0485], [0.0022, -0.0059, -0.0101], [0.0160, -0.0207, -0.0017], [-0.0013, -0.0077, -0.0075], [0.0066, -0.0070, 0.0002], [-0.0066, 0.0086, 0.0135], [0.0008, 0.0048, -0.0108], [-0.0197, -0.0190, 0.0123], [0.0449, -0.0201, -0.0199], [-0.0013, 0.0029, 0.0081], [-0.0015, -0.0035, -0.0056], [-0.0194, -0.0307, 0.0116], [0.0060, -0.0014, -0.0011], [0.0116, 0.0096, -0.0067], [0.0077, -0.0059, -0.0148], [-0.0074, -0.0048, 0.0008], [0.0047, -0.0045, 0.0029], [-0.0121, -0.0012, -0.0112], [0.0004, 0.0112, 0.0077], [0.0070, 0.0002, -0.0046], [0.0020, 0.0001, 0.0046], [-0.0011, 0.0033, 0.0019], [0.0084, 0.0118, 0.0053], [-0.0051, 0.0030, -0.0006], [0.0029, -0.0005, 0.0026], [0.0010, 0.0003, 0.0027], [0.0029, 0.0102, 0.0017], [-0.0096, -0.0001, -0.0034], [0.0058, -0.0037, -0.0013], [-0.0074, 0.0024, -0.0079], [-0.0006, 0.0017, -0.0050], [0.0037, -0.0006, 0.0006], [0.0012, 0.0009, 0.0017], [0.0046, 0.0017, 0.0004], [0.0435, -0.0649, 0.4179], [0.0855, 0.0018, -0.3519], [0.0605, -0.1936, 0.0118], [0.0449, 0.0590, 0.0806], [0.0444, -0.0042, -0.0956], [-0.0607, -0.0290, 0.0193], [-0.1278, 0.0030, 0.0674], [-0.0576, -0.0437, -0.1329], [-0.0035, 0.0037, -0.0041], [-0.0024, -0.0005, -0.0020], [-0.0053, -0.0114, 0.0052], [0.0143, -0.0153, 0.0218]],
  "lowdin_charge": [1.1628, -0.0836, -0.2663, -0.1590, -0.1401, -0.1773, -0.0808, -0.0618, -0.1572, -0.0143, -0.0514, -0.0244, 0.0101, -0.3374, -0.2330, -0.1645, -0.1256, -0.1627, -0.0597, -0.0292, -0.1557, -0.0182, -0.0529, -0.0259, 0.0203, -0.3173, -0.2335, 0.1146, 0.0905, 0.0403, 0.1437, 0.1240, 0.1000, 0.1393, 0.1311, 0.1123, 0.1507, 0.1251, 0.1190, 0.1239, 0.1296, 0.1235, 0.1391, 0.1322, 0.1118, 0.1326, 0.0975, 0.1597, 0.1263, 0.1173, 0.1226, 0.1298, 0.8252, -0.6217, 0.0902, -0.0089, -0.0039, 0.0084, -0.0501, 0.1237, 0.1497, 0.1300, 0.1345, 0.1247]
}

Number 1: E_HOMO -9.6 eV. Number 2: E_HOMO -16.1 eV. Number 3: E_HOMO -13.7 eV.